No. 1
{
  "formula": "C25H18BrN3O2Re",
  "method": "ωB97M-V with the def2-TZVPD basis set",
  "species": ["Re", "O", "C", "C", "C", "C", "C", "C", "C", "O", "N", "N", "C", "C", "Br", "C", "C", "C", "C", "C", "C", "C", "H", "H", "H", "H", "H", "H", "H", "H", "H", "H", "H", "H", "H", "H", "N", "C", "C", "C", "C", "C", "C", "C", "C", "C", "H", "H", "H", "H"],
  "xyz": [[-0.585, -1.227, -1.229], [0.923, -3.210, -4.572], [1.847, -2.278, -4.701], [2.174, -1.866, -6.014], [3.139, -0.911, -6.223], [3.834, -0.375, -5.138], [3.511, -0.758, -3.839], [2.496, -1.665, -3.597], [2.038, -1.957, -2.159], [0.725, -2.374, -2.136], [2.198, -0.734, -1.356], [1.072, -0.086, -1.031], [1.056, 1.143, -0.559], [-0.141, 1.854, -0.302], [-1.790, 0.933, -0.920], [-0.218, 3.115, 0.212], [-1.400, 3.859, 0.517], [-1.420, 5.251, 0.289], [-2.592, 5.959, 0.444], [-3.750, 5.321, 0.880], [-3.716, 3.968, 1.206], [-2.559, 3.246, 1.031], [0.706, -3.378, -3.628], [1.647, -2.332, -6.834], [3.366, -0.578, -7.223], [4.604, 0.365, -5.293], [4.052, -0.319, -3.016], [2.682, -2.744, -1.724], [3.076, -0.502, -0.919], [1.984, 1.663, -0.353], [0.726, 3.624, 0.370], [-0.528, 5.744, -0.064], [-2.611, 7.016, 0.230], [-4.668, 5.875, 0.988], [-4.594, 3.484, 1.602], [-2.509, 2.220, 1.363], [-1.158, -3.306, 8.438], [-1.146, -3.144, 7.306], [-1.114, -2.920, 5.910], [-0.808, -3.973, 5.037], [-0.759, -3.742, 3.681], [-1.020, -2.452, 3.180], [-1.332, -1.400, 4.067], [-1.375, -1.632, 5.421], [-0.934, -2.177, 1.814], [-0.865, -1.855, 0.632], [-0.612, -4.956, 5.436], [-0.521, -4.540, 2.994], [-1.524, -0.414, 3.670], [-1.605, -0.836, 6.112]],
  "atomic_forces_ev_per_a": [[1.7, -2.1, 1.0], [-1.3, -1.4, 0.7], [1.4, 1.6, -0.2], [-0.3, -0.4, 0.8], [0.2, 0.1, 0.4], [-0.1, 0.0, 0.4], [0.2, 0.4, -0.8], [-1.1, -0.6, -0.4], [2.4, 0.1, -0.9], [-2.5, 1.0, 1.6], [0.1, -0.8, 0.2], [-0.5, 0.9, 0.1], [-0.2, -0.7, -0.3], [-0.4, 0.2, 0.2], [0.3, 0.9, 0.4], [-0.2, -0.6, -0.2], [-0.6, 0.4, 0.2], [0.1, -0.4, -0.1], [-0.2, 0.1, 0.1], [0.3, -0.1, 0.0], [0.0, 0.1, 0.0], [0.3, 0.0, -0.1], [0.3, 0.1, -1.1], [-0.1, 0.0, 0.0], [0.0, 0.0, -0.1], [0.1, 0.0, 0.0], [0.1, 0.1, 0.1], [-0.3, 0.3, 0.1], [-0.1, 0.1, 0.2], [0.1, -0.1, -0.1], [0.2, -0.1, -0.1], [0.1, 0.1, 0.0], [0.0, 0.1, 0.0], [-0.1, 0.1, 0.0], [-0.1, 0.0, 0.1], [-0.1, -0.1, 0.0], [0.0, -0.1, 0.6], [0.0, 0.0, 0.2], [0.0, 0.1, -0.8], [-0.1, 0.1, 0.0], [0.0, 0.0, 0.0], [0.0, 0.0, 0.1], [0.0, 0.0, 0.0], [0.0, -0.1, -0.1], [-0.1, -0.1, 0.8], [0.2, 1.0, -2.7], [0.0, -0.1, 0.0], [0.0, -0.1, 0.0], [0.0, 0.1, 0.0], [0.0, 0.0, 0.0]],
  "mulliken_charge": [0.79, -0.60, 0.39, -0.58, -0.50, -0.75, -0.63, 0.62, 0.52, -0.69, -0.42, 0.00, -0.02, 0.24, 0.07, -0.65, 0.70, -0.51, -0.61, -0.44, -0.67, -0.21, 0.31, 0.46, 0.41, 0.40, 0.32, 0.28, 0.32, 0.44, 0.44, 0.42, 0.41, 0.42, 0.43, 0.43, -0.35, -0.14, 0.66, -0.61, -0.63, 0.54, -0.54, -0.65, 0.54, -0.32, 0.50, 0.48, 0.50, 0.48],
  "homo_lumo_gap_ev": [4.57, 3.57],
  "spin_multiplicity": 4,
  "charge": 2
}



No. 2
{
  "formula": "C6H35NO12",
  "method": "ωB97M-V with the def2-TZVPD basis set",
  "species": ["C", "N", "C", "C", "C", "C", "C", "H", "H", "H", "H", "H", "H", "H", "H", "H", "H", "H", "H", "H", "O", "H", "H", "O", "H", "H", "O", "H", "H", "O", "H", "H", "O", "H", "H", "O", "H", "H", "O", "H", "H", "O", "H", "H", "O", "H", "H", "O", "H", "H", "O", "H", "H", "O"],
  "xyz": [[1.667, -1.706, 0.382], [2.435, -0.566, -0.089], [1.724, 0.526, -0.741], [0.908, 1.345, -0.094], [0.585, 1.303, 1.371], [3.168, 1.396, -2.601], [2.111, 0.722, -2.171], [0.748, -2.041, -0.096], [1.295, -1.516, 1.397], [2.261, -2.618, 0.392], [3.098, -0.862, -0.773], [0.451, 2.160, -0.638], [0.931, 0.495, 1.999], [-0.474, 1.501, 1.540], [1.009, 2.259, 1.719], [3.259, 1.519, -3.672], [3.791, 1.896, -1.872], [1.398, 0.239, -2.839], [-0.272, -1.753, -2.351], [1.095, -1.876, -2.729], [0.369, -2.461, -2.473], [-1.407, -0.707, 0.334], [-1.190, -1.875, -0.616], [-1.445, -0.950, -0.598], [4.057, -1.173, 3.252], [3.141, -0.716, 2.192], [3.162, -0.824, 3.154], [-3.964, 0.066, -2.492], [-2.450, -0.124, -2.007], [-3.047, 0.006, -2.748], [3.083, 2.992, 0.438], [2.314, 3.662, -0.585], [3.010, 3.872, 0.050], [-2.926, 0.502, 2.193], [-2.046, -0.603, 3.042], [-2.605, -0.391, 2.261], [-0.862, -0.192, 4.907], [0.149, -0.941, 3.963], [-0.757, -0.862, 4.234], [-4.438, 1.742, -0.523], [-3.971, 2.297, 0.756], [-4.683, 1.757, 0.407], [-3.855, -2.186, -0.293], [-3.603, -1.741, -1.729], [-4.174, -2.299, -1.187], [1.856, 1.853, 3.723], [2.386, 0.449, 4.461], [1.757, 1.171, 4.379], [-2.874, -3.772, -2.301], [-1.438, -4.248, -2.231], [-2.330, -4.555, -2.418], [-1.180, 1.946, -3.099], [-0.587, 3.172, -3.710], [-0.639, 2.710, -2.868]],
  "atomic_forces_ev_per_a": [[-0.8, -0.7, 1.3], [-0.9, 0.5, -0.7], [1.0, -0.1, 0.4], [-0.2, -0.5, 0.3], [-0.2, 1.6, -0.3], [-0.9, -0.1, 0.1], [-0.7, -0.3, 0.6], [0.2, 0.6, -0.9], [0.4, -0.1, 0.1], [0.4, 0.2, 0.2], [0.6, -0.4, -0.2], [-0.1, 0.0, -0.2], [0.1, -0.2, -0.2], [-0.2, -0.5, 0.0], [0.2, -0.3, 0.4], [0.6, 0.1, 0.1], [0.3, 0.1, -0.3], [0.3, 0.2, -0.4], [-0.7, -0.1, 0.1], [0.5, -0.6, -0.1], [0.1, 0.8, -0.2], [-0.3, 0.2, 0.4], [-0.1, -0.3, 0.1], [0.0, 0.0, -0.3], [-0.1, -0.1, 0.4], [-0.4, 0.3, -0.2], [0.8, -0.4, -0.4], [-0.2, 0.0, 0.5], [-0.2, 0.0, 0.8], [0.5, 0.2, -1.2], [0.4, 0.1, 0.4], [0.0, 0.5, -0.2], [-0.3, -0.6, -0.1], [0.0, 0.3, 0.6], [-0.2, 0.8, -0.3], [0.3, -1.2, -0.7], [0.6, 0.3, 0.2], [0.8, 0.4, 0.1], [-1.3, -0.7, -0.2], [-0.2, -0.2, -0.3], [0.0, 0.2, 0.4], [0.3, 0.0, -0.1], [0.1, 0.1, 0.3], [0.0, 0.0, 0.1], [-0.1, -0.2, -0.5], [0.9, -0.4, -0.4], [0.5, 0.6, -1.1], [-1.7, -0.1, 1.6], [-0.4, 0.0, 0.2], [0.2, -0.1, -0.1], [0.2, 0.0, 0.0], [-0.2, -0.2, 0.2], [0.1, 0.2, 0.0], [-0.1, -0.1, -0.2]],
  "mulliken_charge": [-0.64, 0.10, 0.53, -0.60, -1.00, -0.96, -0.43, 0.06, 0.10, 0.51, 0.33, 0.45, 0.32, 0.15, 0.31, 0.33, 0.29, 0.15, 0.32, 0.27, -0.59, 0.15, 0.21, -0.26, 0.26, 0.35, -0.59, 0.32, 0.32, -0.74, 0.32, 0.36, -0.66, 0.24, 0.39, -0.59, 0.33, 0.31, -0.71, 0.29, 0.31, -0.61, 0.34, 0.27, -0.65, 0.31, 0.33, -0.62, 0.37, 0.32, -0.65, 0.28, 0.28, -0.56],
  "homo_lumo_gap_ev": 9.04,
  "spin_multiplicity": 1
}



No. 3
{
  "formula": "C51H37Cl4MoN7O4",
  "method": "ωB97M-V with the def2-TZVPD basis set",
  "species": ["Mo", "Cl", "C", "C", "C", "C", "C", "C", "C", "C", "C", "C", "C", "C", "C", "C", "C", "C", "Cl", "C", "C", "C", "N", "C", "C", "C", "C", "C", "C", "Cl", "C", "C", "C", "C", "C", "C", "N", "C", "C", "C", "C", "C", "N", "C", "C", "C", "C", "Cl", "C", "C", "C", "C", "N", "H", "H", "H", "H", "H", "H", "H", "H", "H", "H", "H", "H", "H", "H", "H", "H", "H", "H", "H", "H", "H", "H", "H", "H", "N", "C", "C", "C", "O", "O", "H", "H", "H", "H", "H", "H", "C", "C", "N", "O", "C", "C", "N", "O", "H", "H", "H", "H", "H", "H", "H"],
  "xyz": [[-0.991, 0.133, -0.616], [-0.652, 6.600, 5.961], [-0.558, 5.358, 4.763], [0.514, 4.479, 4.763], [0.570, 3.479, 3.813], [-0.425, 3.348, 2.841], [-1.492, 4.244, 2.866], [-1.563, 5.242, 3.818], [-0.345, 2.215, 1.900], [-0.413, 0.943, 2.369], [-0.428, 0.471, 3.727], [-0.387, -0.876, 3.660], [-0.350, -1.243, 2.266], [-0.158, -2.544, 1.802], [0.066, -3.678, 2.721], [1.238, -3.724, 3.469], [1.540, -4.835, 4.235], [0.656, -5.901, 4.257], [1.047, -7.307, 5.182], [-0.535, -5.853, 3.551], [-0.828, -4.742, 2.780], [-0.008, -2.749, 0.438], [-0.015, -1.762, -0.455], [0.296, -2.329, -1.742], [1.504, -1.613, -2.315], [2.543, -2.409, -2.986], [2.896, -2.161, -4.312], [3.919, -2.865, -4.919], [4.607, -3.828, -4.197], [5.923, -4.674, -4.930], [4.263, -4.104, -2.883], [3.240, -3.394, -2.286], [1.700, -0.279, -2.075], [2.942, 0.419, -2.378], [2.951, 1.560, -1.663], [1.704, 1.617, -0.941], [0.902, 0.548, -1.303], [1.287, 2.444, 0.056], [-0.152, 2.318, 0.423], [-2.684, 1.145, 0.363], [-3.035, 2.439, 0.502], [-2.148, 3.453, 0.017], [-0.921, 3.345, -0.148], [2.143, 3.378, 0.781], [3.419, 2.986, 1.196], [4.198, 3.814, 1.980], [3.713, 5.061, 2.348], [4.681, 6.103, 3.334], [2.457, 5.480, 1.933], [1.682, 4.641, 1.157], [0.453, -3.806, -1.506], [0.276, -4.029, -0.204], [-0.439, -0.136, 1.492], [1.293, 4.583, 5.503], [1.399, 2.789, 3.810], [-2.290, 4.148, 2.150], [-2.403, 5.920, 3.833], [-0.469, 1.099, 4.596], [-0.375, -1.579, 4.468], [1.924, -2.889, 3.440], [2.455, -4.873, 4.804], [-1.229, -6.676, 3.603], [-1.757, -4.671, 2.233], [2.359, -1.406, -4.871], [4.194, -2.663, -5.944], [4.801, -4.853, -2.324], [2.996, -3.586, -1.253], [3.711, 0.027, -3.019], [3.711, 2.318, -1.620], [-3.438, 0.491, 0.803], [-3.977, 2.772, 0.930], [3.783, 2.007, 0.926], [5.173, 3.494, 2.315], [2.083, 6.452, 2.217], [0.710, 4.967, 0.822], [0.643, -4.508, -2.294], [0.316, -4.970, 0.311], [-4.409, 0.039, -1.881], [-5.003, -1.278, -1.691], [-4.866, -1.751, -0.244], [-3.413, -1.928, 0.258], [-3.191, -2.661, 1.208], [-2.535, -1.254, -0.366], [-4.899, 0.718, -1.307], [-4.486, 0.326, -2.850], [-4.496, -1.978, -2.361], [-6.081, -1.286, -1.944], [-5.402, -2.693, -0.107], [-5.327, -1.008, 0.417], [-1.743, 2.016, -4.807], [-1.500, 1.176, -3.588], [-1.741, 1.599, -2.351], [-2.490, 2.761, -2.404], [-1.147, -0.174, -3.677], [-0.986, -0.950, -4.946], [-1.111, -0.771, -2.502], [-0.842, -2.122, -2.573], [-1.934, 3.044, -4.520], [-2.603, 1.651, -5.367], [-0.873, 1.995, -5.459], [-2.492, 3.202, -1.513], [-0.943, -0.288, -5.804], [-1.826, -1.638, -5.064], [-0.081, -1.558, -4.903]],
  "atomic_forces_ev_per_a": [[0.0, 0.2, 2.4], [0.0, 0.2, 0.1], [0.0, -0.2, -0.2], [-0.1, 0.1, 0.1], [-0.2, 0.0, -0.1], [0.0, 0.0, 0.3], [0.1, -0.1, -0.1], [0.1, 0.1, 0.1], [-0.3, -1.4, 0.3], [0.1, 1.4, -0.3], [-0.1, -0.6, 0.1], [0.0, 0.7, 0.3], [0.1, -0.3, -0.8], [-0.1, 0.2, -0.3], [0.0, 0.1, 0.0], [-0.2, -0.1, 0.0], [0.0, -0.1, 0.1], [-0.1, 0.2, -0.1], [0.0, -0.2, 0.2], [0.0, -0.1, 0.0], [0.1, 0.1, 0.1], [-0.1, 0.8, 0.8], [-0.2, -0.1, -0.2], [1.0, 0.3, 0.1], [-0.4, 0.1, 0.1], [0.1, 0.1, -0.2], [0.0, -0.2, 0.2], [0.2, -0.1, -0.1], [-0.2, 0.2, 0.1], [0.1, -0.1, -0.1], [0.1, 0.0, -0.1], [0.0, 0.1, -0.1], [-0.3, -1.0, 0.1], [0.2, 0.7, 0.3], [0.2, -0.5, -0.4], [-0.5, 1.1, 1.4], [0.3, -0.1, -0.7], [0.2, -0.9, -1.3], [-0.1, -1.1, -0.1], [-0.5, 0.3, 0.3], [-0.2, -0.3, 0.2], [1.6, 0.4, 0.4], [-1.5, 1.1, -0.3], [0.2, 0.2, 0.0], [-0.2, 0.1, 0.0], [0.1, 0.2, 0.1], [-0.2, -0.2, -0.1], [0.1, 0.1, 0.1], [0.1, 0.1, 0.0], [0.2, -0.1, -0.2], [-0.4, 0.3, 0.3], [0.1, -0.1, -0.6], [-0.2, -0.3, -0.2], [0.1, 0.0, 0.1], [0.2, 0.0, 0.0], [-0.1, 0.1, 0.1], [0.0, 0.1, 0.0], [0.0, 0.1, 0.1], [0.0, -0.2, 0.2], [0.1, 0.0, -0.1], [0.1, -0.1, 0.1], [0.0, -0.1, 0.0], [-0.1, 0.0, -0.1], [0.0, 0.1, 0.0], [0.0, 0.0, -0.1], [0.1, -0.1, 0.0], [0.0, 0.0, 0.1], [0.1, 0.0, 0.0], [0.2, 0.1, 0.0], [0.4, -0.1, -0.1], [0.0, -0.3, 0.0], [0.0, -0.1, 0.0], [0.1, 0.0, 0.0], [0.0, 0.1, 0.1], [-0.1, 0.1, 0.0], [0.1, -0.2, -0.1], [0.0, -0.1, 0.1], [-0.2, 0.2, -0.2], [-0.3, -0.1, 0.1], [0.5, 0.0, -0.2], [-0.8, -0.3, 0.4], [-0.1, -0.2, 0.2], [0.7, 0.4, -0.7], [0.1, 0.1, -0.2], [-0.1, 0.1, 0.1], [0.0, 0.0, 0.1], [0.3, -0.1, 0.0], [0.1, 0.1, 0.1], [0.0, -0.1, 0.0], [-0.1, 0.1, 0.3], [-0.9, 2.5, 1.4], [-0.4, 0.2, -1.5], [0.5, -0.8, -0.4], [0.5, -2.6, 1.5], [0.1, 0.1, 0.1], [0.3, -0.1, -2.2], [-0.7, 0.2, -0.7], [0.0, 0.0, 0.0], [-0.1, 0.0, -0.1], [0.1, -0.1, -0.1], [0.1, -0.4, -0.7], [0.0, 0.0, -0.1], [0.0, 0.0, 0.0], [-0.1, 0.0, 0.1]],
  "mulliken_charge": [-2.67, -0.23, 0.36, -1.23, 0.03, 0.06, 0.05, -1.35, 0.73, -0.27, -1.67, -1.90, 0.43, 1.22, -0.84, -0.03, -1.02, 0.40, -0.22, -0.93, 0.01, 0.16, 0.62, 1.49, 0.63, 0.10, -0.09, -1.09, 0.29, -0.22, -1.14, -0.16, -0.16, -1.71, -1.92, -0.75, 2.35, -0.44, 2.77, 0.34, -0.60, -1.16, -0.50, 1.04, -0.76, -1.04, 0.40, -0.23, -1.05, -0.13, -2.11, -1.18, 1.63, 0.42, 0.58, 0.45, 0.46, 0.69, 0.70, 0.48, 0.40, 0.44, 0.60, 0.40, 0.42, 0.43, 0.53, 0.63, 0.75, 0.58, 0.38, 0.50, 0.43, 0.47, 0.60, 0.76, 0.72, -0.34, -0.79, -0.70, 0.24, -0.70, 0.33, 0.19, 0.19, 0.29, 0.42, 0.40, 0.24, -1.92, 0.05, 1.44, -0.71, 0.06, -1.48, 1.71, -0.86, 0.48, 0.35, 0.44, 0.56, 0.52, 0.22, 0.20],
  "homo_lumo_gap_ev": [5.51, 5.26],
  "spin_multiplicity": 3
}